This record from the Open Molecules 2025 dataset describes an isolated molecule of C4H10OS in a non-equilibrium geometry. The level of theory is ωB97M-V/def2-TZVPD.

XYZ file:
```
16
Properties=species:S:1:pos:R:3
C -0.189 2.598 0.349
C -0.759 1.460 -0.459
S -1.513 0.198 0.641
C -0.138 -0.946 0.672
O 0.211 -1.240 -0.636
C 0.833 -2.522 -0.614
H 0.634 2.348 1.090
H -1.025 2.976 0.936
H 0.268 3.370 -0.322
H -1.645 1.775 -0.989
H -0.023 1.020 -1.058
H 0.735 -0.553 1.199
H -0.387 -1.873 1.172
H 1.446 -2.653 -1.558
H 1.525 -2.693 0.213
H 0.028 -3.265 -0.637
```

Summary:
**HOMO**: -8.6353 eV
**Total charge**: 0
**LUMO energy**: 0.95 eV
**Gap between HOMO and LUMO**: 9.58 eV
**Energy above the lowest of the compared OMol25 structures with the same formula, charge and spin**: 1.075 eV